Record 1
Density functional theory data (the ωB97M-V functional and the def2-TZVPD basis) for a cluster of 8 separate species, H16O8 in total in a non-equilibrium geometry.

Values from the calculation:
**LUMO energy**: 0.28 eV
**DFT total energy**: -16639.889 eV
**HOMO energy**: -10.71 eV
**Strongest force on any atom**: 3.3 eV Å⁻¹
**Orbital gap**: 10.986 eV
**ΔE to the lowest compared entry with this formula, charge and spin**: 204.7 kJ/mol
**2S+1**: 1
**SMILES**: O.O.O.O.O.O.O.O

Element x y z (Å)
O1 -2.615 -0.294 -1.234
H1 -3.209 0.450 -1.102
H2 -2.522 -0.459 -2.142
O2 2.402 -0.155 2.650
H3 3.137 -0.551 3.019
H4 2.292 -0.559 1.823
O3 0.451 1.639 -1.415
H5 0.056 1.477 -2.225
H6 0.378 0.810 -0.942
O4 -1.516 -3.254 -1.778
H7 -1.153 -2.788 -2.551
H8 -2.011 -2.612 -1.315
O5 -0.073 -0.490 0.047
H9 -1.062 -0.473 0.002
H10 0.155 0.237 0.696
O6 0.199 1.496 1.848
H11 0.771 0.948 2.397
H12 0.620 2.343 2.008
O7 -1.685 2.962 -0.176
H13 -1.090 2.609 -0.823
H14 -1.276 2.668 0.651
O8 2.561 -1.578 0.167
H15 3.293 -2.161 0.296
H16 1.899 -2.265 0.101

Record 2
Density functional theory data (the ωB97M-V functional and the def2-TZVPD basis) for a structure of composition C4H8O2.

Values from the calculation:
**LUMO energy**: 0.63 eV
**DFT total energy**: -8368.245 eV
**HOMO energy**: -7.99 eV
**Strongest force on any atom**: 0.4 eV Å⁻¹
**Orbital gap**: 8.617 eV
**ΔE to the lowest compared entry with this formula, charge and spin**: 486.0 kJ/mol
**2S+1**: 1

Element x y z (Å)
C1 -0.765 -1.266 -0.230
C2 -0.207 0.019 0.372
O1 -0.238 -0.017 1.786
C3 1.155 0.423 -0.180
C4 -0.921 1.279 -0.154
O2 0.738 1.509 -1.069
H1 -0.230 -2.149 0.146
H2 -0.659 -1.249 -1.320
H3 -1.832 -1.366 -0.003
H4 -0.269 -0.936 2.076
H5 1.764 0.903 0.584
H6 1.750 -0.321 -0.722
H7 -0.698 2.050 0.607
H8 0.410 1.121 -1.893

Record 3
Density functional theory data (the ωB97M-V functional and the def2-TZVPD basis) for the molecule C2H3FSi in a non-equilibrium geometry.

Values from the calculation:
**LUMO energy**: 0.65 eV
**DFT total energy**: -12713.865 eV
**HOMO energy**: -9.91 eV
**Strongest force on any atom**: 4.1 eV Å⁻¹
**Orbital gap**: 10.556 eV
**ΔE to the lowest compared entry with this formula, charge and spin**: 313.5 kJ/mol
**2S+1**: 1
**SMILES**: FC#C[SiH3]

Element x y z (Å)
F1 0.872 1.079 2.832
C1 0.464 0.621 1.677
C2 -0.040 0.088 0.659
Si1 -0.371 -0.333 -1.150
H1 0.331 0.937 -1.581
H2 -1.663 -0.857 -1.051
H3 0.406 -1.535 -1.386

Record 4
Density functional theory data (the ωB97M-V functional and the def2-TZVPD basis) for a structure of composition C40H51AsCrN6S4SeSi2 in a non-equilibrium geometry.

Values from the calculation:
**<S²>**: 4.156
**LUMO energy (alpha / beta)**: -3.68 / -3.67 eV
**DFT total energy**: -264948.863 eV
**HOMO energy (alpha / beta)**: -9.36 / -9.42 eV
**Strongest force on any atom**: 2.3 eV Å⁻¹
**Orbital gap (alpha / beta)**: 5.675 / 5.744 eV
**2S+1**: 4
**Net charge**: +1

Element x y z (Å)
Cr1 -12.848 -9.259 -16.095
C1 -16.811 -8.360 -16.171
C2 -15.777 -7.704 -17.017
N1 -14.574 -8.210 -17.233
C3 -13.987 -7.527 -18.313
C4 -14.638 -6.401 -18.694
S1 -16.161 -6.221 -17.882
C5 -12.898 -8.174 -19.029
C6 -12.345 -7.807 -20.217
S2 -11.394 -9.088 -20.852
C7 -11.773 -10.011 -19.424
N2 -12.464 -9.383 -18.529
C8 -11.407 -11.465 -19.382
H1 -16.679 -8.119 -15.111
H2 -16.773 -9.452 -16.312
H3 -17.787 -7.962 -16.480
H4 -14.315 -5.752 -19.522
H5 -12.473 -6.847 -20.753
H6 -11.403 -11.846 -20.405
H7 -12.160 -12.010 -18.769
H8 -10.426 -11.544 -18.893
C9 -8.508 -10.408 -12.761
N3 -9.732 -10.621 -13.494
C10 -10.442 -11.796 -13.644
C11 -11.503 -11.552 -14.467
N4 -11.468 -10.239 -14.844
C12 -10.411 -9.710 -14.237
H9 -8.695 -10.378 -11.684
H10 -8.093 -9.424 -13.039
H11 -7.771 -11.180 -13.009
H12 -10.204 -12.701 -13.079
H13 -12.236 -12.209 -14.899
H14 -10.132 -8.671 -14.309
C13 -14.423 -14.124 -14.600
Si1 -14.537 -13.530 -16.399
C14 -13.288 -14.498 -17.463
C15 -16.310 -13.891 -16.992
Se1 -14.406 -11.325 -16.781
H15 -15.152 -14.921 -14.424
H16 -14.613 -13.289 -13.900
H17 -13.431 -14.504 -14.367
H18 -13.556 -15.553 -17.432
H19 -12.277 -14.421 -17.050
H20 -13.281 -14.248 -18.507
H21 -16.581 -14.925 -16.808
H22 -16.499 -13.671 -18.039
H23 -16.991 -13.262 -16.413
C16 -15.385 -4.077 -13.742
C17 -14.558 -4.559 -14.742
C18 -14.183 -5.885 -14.751
C19 -14.594 -6.774 -13.758
C20 -15.419 -6.283 -12.751
C21 -15.830 -4.959 -12.754
Si2 -13.929 -8.558 -13.742
C22 -15.261 -9.671 -12.881
C23 -15.473 -9.454 -11.513
C24 -16.403 -10.201 -10.807
C25 -17.141 -11.184 -11.447
C26 -16.890 -11.467 -12.786
C27 -16.000 -10.661 -13.493
C28 -12.632 -8.457 -12.342
C29 -12.355 -9.510 -11.493
C30 -11.436 -9.415 -10.454
C31 -10.740 -8.223 -10.265
C32 -10.984 -7.167 -11.118
C33 -11.913 -7.270 -12.146
H24 -15.708 -3.021 -13.745
H25 -14.187 -3.944 -15.566
H26 -13.598 -6.228 -15.589
H27 -15.785 -6.954 -11.964
H28 -16.476 -4.582 -11.956
H29 -14.889 -8.718 -10.959
H30 -16.546 -10.027 -9.726
H31 -17.897 -11.738 -10.883
H32 -17.402 -12.305 -13.266
H33 -15.817 -10.903 -14.540
H34 -12.874 -10.460 -11.634
H35 -11.240 -10.295 -9.838
H36 -9.967 -8.169 -9.494
H37 -10.381 -6.259 -11.062
H38 -12.115 -6.377 -12.759
C34 -7.217 -8.000 -16.405
As1 -7.850 -9.170 -17.835
C35 -8.464 -8.033 -19.295
C36 -6.257 -10.003 -18.661
S3 -8.998 -10.731 -17.107
H39 -6.487 -7.295 -16.811
H40 -6.789 -8.675 -15.676
H41 -8.089 -7.465 -16.023
H42 -7.645 -7.371 -19.584
H43 -9.274 -7.461 -18.878
H44 -8.768 -8.644 -20.130
H45 -5.576 -9.246 -19.062
H46 -6.540 -10.696 -19.446
H47 -5.760 -10.559 -17.848
S4 -10.980 -7.509 -16.460
C37 -10.662 -5.803 -16.441
N5 -11.217 -4.998 -15.474
C38 -10.946 -3.637 -15.431
C39 -10.071 -3.099 -16.332
C40 -9.485 -3.980 -17.232
N6 -9.774 -5.303 -17.276
H48 -11.849 -5.460 -14.823
H49 -11.501 -3.050 -14.683
H50 -9.802 -2.027 -16.288
H51 -8.726 -3.645 -17.950

Record 5
Density functional theory data (the ωB97M-V functional and the def2-TZVPD basis) for a cluster of 2 separate species, C3H3Cl in total in a non-equilibrium geometry.

Values from the calculation:
**LUMO energy**: -1.33 eV
**DFT total energy**: -15675.756 eV
**HOMO energy**: -9.81 eV
**Strongest force on any atom**: 4.9 eV Å⁻¹
**Orbital gap**: 8.480 eV
**ΔE to the lowest compared entry with this formula, charge and spin**: 393.6 kJ/mol
**2S+1**: 1

Element x y z (Å)
C1 -1.431 1.485 0.086
C2 -0.703 0.549 -0.078
C3 1.408 -0.700 -0.097
Cl1 2.568 0.577 0.071
H1 -2.195 2.185 -0.096
H2 1.394 -1.361 0.830
H3 1.323 -1.105 -1.188

Record 6
Density functional theory data (the ωB97M-V functional and the def2-TZVPD basis) for a cluster of 2 separate species, C6H13O in total in a non-equilibrium geometry.

Values from the calculation:
**<S²>**: 0.756
**LUMO energy (alpha / beta)**: 1.03 / -1.67 eV
**DFT total energy**: -8477.164 eV
**HOMO energy (alpha / beta)**: -9.07 / -9.14 eV
**Strongest force on any atom**: 1.6 eV Å⁻¹
**Orbital gap (alpha / beta)**: 10.095 / 7.469 eV
**ΔE to the lowest compared entry with this formula, charge and spin**: 82.5 kJ/mol
**2S+1**: 2

Element x y z (Å)
C1 -0.343 -0.737 -2.241
O1 -1.146 0.210 -1.638
C2 0.099 -1.890 -1.330
H1 0.546 -0.262 -2.679
H2 -0.918 -1.201 -3.055
H3 0.754 -2.587 -1.855
H4 -0.784 -2.439 -1.001
H5 0.635 -1.506 -0.461
C3 0.273 1.727 0.094
C4 0.303 0.843 1.294
C5 1.421 0.479 1.923
C6 -1.065 0.362 1.755
H6 -0.178 1.021 -0.713
H7 1.262 2.095 -0.169
H8 -0.455 2.529 0.184
H9 1.398 -0.193 2.770
H10 2.374 0.826 1.541
H11 -1.009 0.053 2.798
H12 -1.368 -0.486 1.145
H13 -1.799 1.156 1.638